Record 1
A single C20H17F2NO4S molecule in a non-equilibrium geometry. Source: the Open Molecules 2025 dataset; level of theory: ωB97M-V with the def2-TZVPD basis set.

Computed properties:
- lowest unoccupied orbital energy (eV) = -0.29
- HOMO-LUMO gap (eV) = 8.09
- charge = 0
- SMILES = O=C(NCc1ccc(F)cc1)c1ccc(CS(=O)(=O)Cc2ccccc2F)o1
- multiplicity = 1

Element x y z (Å)
O -3.23 0.04 -3.45
C -2.80 0.05 -2.42
N -3.00 0.96 -1.55
C -3.21 2.33 -1.82
C -2.34 3.32 -1.41
C -2.81 4.64 -1.14
C -1.89 5.62 -1.26
C -0.54 5.30 -1.15
F 0.18 6.33 -0.88
C -0.11 4.13 -1.22
C -1.14 2.87 -1.48
C -2.06 -1.23 -1.99
C -1.55 -2.39 -2.40
C -0.63 -3.07 -1.58
C -0.90 -2.47 -0.23
C -0.26 -2.48 0.96
S 0.57 -0.69 1.11
O 1.54 -0.35 0.08
O -0.51 0.14 1.37
C 1.71 -0.93 2.78
C 2.75 -1.82 2.40
C 3.96 -1.48 1.65
C 4.98 -2.37 1.32
C 4.70 -3.75 1.68
C 3.75 -4.16 2.34
C 2.63 -3.27 2.63
F 1.51 -3.76 3.49
O -1.52 -1.28 -0.48
H -2.44 0.84 -0.55
H -4.25 2.54 -1.08
H -3.66 2.18 -2.72
H -3.92 4.79 -1.28
H -2.21 6.67 -1.14
H 1.10 4.01 -1.18
H -0.61 1.89 -1.63
H -1.56 -2.72 -3.56
H -0.06 -3.89 -1.57
H -0.96 -2.59 1.93
H 0.64 -3.29 0.71
H 2.00 0.22 2.95
H 0.95 -1.35 3.68
H 3.83 -0.58 1.20
H 5.82 -2.12 0.55
H 5.34 -4.48 1.65
H 3.49 -5.20 2.76

natural (NBO) population analysis, charges in e, atoms 1 to 4: number 1, O, carries -0.57; number 2, C, carries 0.64; number 3, N, carries -0.59; number 4, C, carries -0.18

***

Record 2
C42H67MnN11P as an isolated structure. Source: the Open Molecules 2025 dataset; level of theory: ωB97M-V with the def2-TZVPD basis set.

Computed properties:
- ⟨S²⟩ = 9.12
- lowest unoccupied orbital energy (alpha / beta) (eV) = -1.40 / -2.94
- HOMO-LUMO gap (alpha / beta) (eV) = 7.81 / 6.82
- charge = +1
- multiplicity = 6

Element x y z (Å)
Mn -0.20 0.21 -0.55
C -3.26 1.21 1.69
N -2.77 2.58 1.77
C -3.63 3.56 1.13
C -1.42 2.77 1.85
N -0.59 1.80 1.66
C 0.76 1.95 2.14
C 1.39 0.59 2.30
N 1.65 -0.05 0.99
C 1.75 -1.51 1.18
C 1.80 -2.28 -0.12
N 0.95 -1.69 -1.15
C 0.81 -2.33 -2.26
N 0.11 -1.70 -3.32
C 1.02 -1.48 -4.45
C -1.20 -2.14 -3.76
N 1.42 -3.55 -2.52
C 2.86 -3.75 -2.40
C 0.73 -4.54 -3.33
C 2.90 0.51 0.45
C 2.97 0.57 -1.07
N 1.81 1.23 -1.63
C 2.01 2.31 -2.33
N 3.15 3.10 -2.23
C 3.57 3.63 -0.96
C 3.79 3.66 -3.40
N 1.09 2.72 -3.25
C 0.31 1.78 -4.03
C 0.90 4.11 -3.59
N -1.01 4.05 2.25
C -0.04 4.77 1.46
C -1.79 4.85 3.17
H -4.35 1.24 1.71
H -2.90 0.64 2.54
H -2.94 0.70 0.77
H -3.95 3.21 0.14
H -3.11 4.50 1.00
H -4.52 3.74 1.74
H 0.79 2.49 3.10
H 1.38 2.54 1.45
H 0.71 -0.05 2.87
H 2.33 0.67 2.87
H 0.89 -1.82 1.76
H 2.65 -1.75 1.77
H 1.51 -3.32 0.07
H 2.83 -2.31 -0.47
H 1.31 -2.41 -4.96
H 1.92 -0.97 -4.10
H 0.52 -0.84 -5.17
H -1.73 -1.29 -4.19
H -1.79 -2.50 -2.91
H -1.15 -2.93 -4.52
H 3.38 -2.79 -2.38
H 3.20 -4.27 -3.30
H 3.15 -4.34 -1.53
H -0.34 -4.54 -3.11
H 1.11 -5.53 -3.05
H 0.88 -4.41 -4.40
H 3.76 -0.05 0.85
H 2.99 1.52 0.83
H 3.00 -0.45 -1.48
H 3.92 1.04 -1.34
H 2.92 3.27 -0.17
H 3.52 4.73 -0.97
H 4.61 3.35 -0.72
H 3.39 3.21 -4.30
H 4.87 3.45 -3.35
H 3.66 4.75 -3.46
H 0.70 1.71 -5.05
H -0.73 2.10 -4.08
H 0.33 0.80 -3.55
H 1.22 4.33 -4.62
H 1.44 4.75 -2.91
H -0.17 4.35 -3.51
H 0.35 4.13 0.67
H 0.79 5.13 2.07
H -0.51 5.64 0.99
H -2.52 4.23 3.68
H -2.32 5.67 2.66
H -1.13 5.29 3.92
C -7.10 -2.74 -2.52
C -6.60 -1.54 -2.02
C -5.35 -1.51 -1.43
C -4.58 -2.68 -1.32
C -5.10 -3.87 -1.82
C -6.35 -3.90 -2.42
P -2.91 -2.52 -0.64
C -2.74 -4.10 0.25
C -1.50 -4.74 0.21
C -1.29 -5.93 0.90
C -2.31 -6.49 1.65
C -3.55 -5.85 1.71
C -3.76 -4.67 1.02
C -1.75 0.72 -1.77
C -2.86 0.76 -2.61
C -3.36 2.02 -2.92
C -2.77 3.18 -2.40
C -1.67 3.10 -1.54
C -1.20 1.82 -1.27
H -8.08 -2.76 -2.98
H -7.19 -0.64 -2.09
H -4.95 -0.57 -1.06
H -4.53 -4.79 -1.75
H -6.74 -4.83 -2.81
H -0.69 -4.31 -0.38
H -0.32 -6.43 0.84
H -2.15 -7.42 2.18
H -4.35 -6.29 2.29
H -4.73 -4.20 1.05
H -3.34 -0.13 -3.01
H -4.22 2.11 -3.57
H -3.18 4.14 -2.66
H -1.23 4.01 -1.14
C -1.40 -3.52 4.10
C -2.22 -2.31 3.64
C -1.64 -1.69 2.46
N -1.20 -1.20 1.52
H -1.84 -3.95 4.99
H -0.37 -3.23 4.33
H -1.37 -4.28 3.32
H -2.28 -1.56 4.43
H -3.24 -2.61 3.39

Mulliken population analysis, charges in e, atoms 1 to 4: number 1, Mn, carries 1.09; number 2, C, carries -0.90; number 3, N, carries 0.18; number 4, C, carries -1.15

***

Record 3
C31H11F15GeN2OPtS as an isolated structure in a non-equilibrium geometry. Source: the Open Molecules 2025 dataset; level of theory: ωB97M-V with the def2-TZVPD basis set.

Computed properties:
- lowest unoccupied orbital energy (alpha / beta) (eV) = -10.83 / -10.83
- HOMO-LUMO gap (alpha / beta) (eV) = 3.61 / 3.61
- charge = +2
- multiplicity = 1

Element x y z (Å)
Pt 0.45 -0.12 -1.61
O -0.57 -2.20 -3.14
C -1.77 -1.65 -3.63
C -1.74 -0.14 -3.69
C -2.64 0.47 -4.55
C -2.71 1.85 -4.63
C -1.86 2.61 -3.84
C -0.98 1.97 -3.02
N -0.92 0.62 -2.94
H -0.71 -3.13 -2.92
H -2.62 -1.94 -2.99
H -1.96 -2.02 -4.64
H -3.28 -0.15 -5.17
H -3.42 2.32 -5.30
H -1.88 3.69 -3.87
H -0.28 2.52 -2.39
F -2.72 -0.65 4.48
C -2.21 -1.78 4.00
C -1.33 -1.76 2.94
C -0.80 -2.97 2.50
F 0.06 -2.96 1.47
C -1.14 -4.18 3.09
F -0.62 -5.31 2.65
C -2.03 -4.17 4.16
F -2.36 -5.30 4.74
C -2.57 -2.97 4.62
F -3.41 -2.98 5.64
Ge -0.64 -0.17 2.09
S -1.20 -0.45 -0.09
C -1.52 1.48 2.58
C -0.85 2.59 3.07
F 0.49 2.61 3.12
C -1.54 3.71 3.53
F -0.89 4.75 4.01
C -2.92 3.72 3.45
F -3.59 4.78 3.87
C -3.62 2.64 2.92
F -4.94 2.68 2.82
C -2.90 1.54 2.49
F -3.56 0.49 1.97
C 1.28 -0.17 2.40
C 1.70 -0.19 3.72
F 0.78 -0.16 4.68
C 3.04 -0.20 4.07
F 3.41 -0.21 5.34
C 4.00 -0.19 3.07
F 5.28 -0.20 3.38
C 3.62 -0.17 1.73
F 4.53 -0.17 0.77
C 2.27 -0.16 1.43
F 1.95 -0.14 0.09
N 6.27 0.14 -5.95
C 5.32 0.15 -5.32
C 4.14 0.17 -4.51
C 3.01 -0.55 -4.93
C 1.90 -0.57 -4.12
C 1.90 0.11 -2.88
C 3.03 0.88 -2.51
C 4.14 0.89 -3.32
H 3.03 -1.07 -5.87
H 1.03 -1.14 -4.42
H 3.04 1.45 -1.59
H 5.02 1.46 -3.04

natural (NBO) population analysis, charges in e, atoms 1 to 4: number 1, Pt, carries 1.01; number 2, O, carries -0.74; number 3, C, carries -0.11; number 4, C, carries 0.21

***

Record 4
A single C3H7NS molecule in a non-equilibrium geometry. Source: the Open Molecules 2025 dataset; level of theory: ωB97M-V with the def2-TZVPD basis set.

Computed properties:
- lowest unoccupied orbital energy (eV) = 1.02
- HOMO-LUMO gap (eV) = 9.51
- charge = 0
- SMILES = CC(C)=NS
- multiplicity = 1

Element x y z (Å)
C 0.10 1.50 0.43
C 0.12 0.11 -0.06
C -1.03 -0.67 0.44
N 1.08 -0.27 -0.84
S 1.14 -1.87 -1.25
H 0.44 2.22 -0.42
H -0.87 1.76 0.77
H 0.80 1.69 1.17
H -1.35 -1.46 -0.28
H -0.83 -1.22 1.39
H -1.87 -0.04 0.67
H 2.27 -1.75 -2.01

natural (NBO) population analysis, charges in e, atoms 1 to 4: number 1, C, carries -0.65; number 2, C, carries 0.27; number 3, C, carries -0.70; number 4, N, carries -0.58

***

Looking at electronic energy for the records above, in order, we have -46953.1510, -101633.2140, -148691.2000, -15548.8589 eV.